[1]
The following is a DFT calculation (ωB97M-V/def2-TZVPD) of a structure of composition C24H38N4O4OsSe4Te.

Structure (XYZ):
```
76
Properties=species:S:1:pos:R:3:lowdin_charge:R:1
Os -0.180 -0.647 1.676 0.9210
Se 0.160 -3.644 1.823 0.1193
Se 1.848 -4.814 2.684 -0.0205
Te 2.448 -3.676 4.960 0.4890
Se 1.507 -1.542 4.682 -0.0069
O 2.772 -0.486 1.112 0.1280
C 1.653 -0.529 1.329 -0.4596
O -0.203 0.723 3.246 -0.2014
C -0.088 1.456 4.243 -0.4859
C 0.262 2.901 4.123 -0.0633
C -1.027 3.657 4.558 -0.1470
C -2.355 2.896 4.336 -0.1745
C -2.766 1.891 5.432 -0.1581
C -1.914 0.621 5.516 -0.1387
N -0.497 1.027 5.455 0.0774
H 0.546 3.118 3.096 0.1268
H 1.101 3.156 4.773 0.1374
H -1.061 4.597 4.009 0.1196
H -0.948 3.929 5.613 0.1190
H -2.340 2.404 3.357 0.0984
H -3.148 3.643 4.275 0.1201
H -3.811 1.606 5.289 0.1134
H -2.730 2.400 6.399 0.1223
H -2.091 -0.067 4.689 0.1066
H -2.085 0.076 6.442 0.1298
H -0.272 1.689 6.190 0.1531
C 0.237 -2.059 -4.864 -0.0904
C 0.395 -3.532 -4.501 -0.2289
C 0.091 -3.871 -3.041 -0.1821
C 1.209 -3.583 -2.045 -0.1287
N 1.628 -2.180 -2.027 0.0083
C 0.925 -1.150 -1.547 -0.5588
Se -0.710 -1.326 -0.587 0.7659
N 1.567 0.000 -1.798 0.0052
C 1.090 1.347 -1.477 -0.1299
C -0.065 1.788 -2.372 -0.1826
C 0.293 1.900 -3.851 -0.2420
C 1.242 3.048 -4.165 -0.0871
C 2.762 -0.301 -2.439 -0.1398
C 3.796 0.510 -2.900 0.0165
C 4.846 -0.126 -3.525 -0.0421
C 4.874 -1.519 -3.694 -0.0430
C 3.854 -2.325 -3.237 0.0178
C 2.796 -1.686 -2.595 -0.1464
H 0.240 -1.928 -5.946 0.0847
H 1.040 -1.434 -4.472 0.0479
H -0.713 -1.667 -4.492 0.0805
H 1.399 -3.881 -4.760 0.1114
H -0.286 -4.114 -5.124 0.1141
H -0.120 -4.938 -2.946 0.1250
H -0.822 -3.355 -2.727 0.0846
H 2.101 -4.154 -2.296 0.1286
H 0.917 -3.857 -1.030 0.0669
H 1.949 2.006 -1.589 0.1252
H 0.806 1.358 -0.422 0.0911
H -0.404 2.759 -2.001 0.1248
H -0.899 1.096 -2.234 0.0791
H -0.632 2.036 -4.415 0.1159
H 0.713 0.953 -4.203 0.0922
H 0.852 3.993 -3.785 0.0834
H 1.380 3.158 -5.240 0.0831
H 2.233 2.903 -3.734 0.0502
H 3.788 1.582 -2.780 0.1081
H 5.672 0.462 -3.898 0.1194
H 5.719 -1.968 -4.196 0.1190
H 3.883 -3.395 -3.376 0.1187
N -5.486 0.653 1.494 0.0317
C -4.677 -0.451 1.995 -0.1136
C -3.216 -0.119 1.752 -0.5193
O -2.309 -0.884 2.064 -0.1407
O -2.995 1.034 1.190 0.1220
H -6.050 0.392 0.697 0.1091
H -3.915 1.415 1.061 0.1242
H -6.099 1.043 2.196 0.1062
H -4.887 -1.406 1.510 0.1462
H -4.799 -0.613 3.067 0.1425
```

Values from the calculation:
spin multiplicity: 5
charge: +2
energy above the lowest of the compared OMol25 structures with the same formula, charge and spin: 0.000 eV
HOMO energy (alpha / beta): -12.6962 / -13.5510 eV
LUMO energy (alpha / beta): -5.39 / -7.42 eV
Kohn-Sham gap (alpha / beta): 7.30 / 6.13 eV
calculated total energy: -11421.3092 hartree

***

[2]
The following is a DFT calculation (ωB97M-V/def2-TZVPD) of a cluster of 6 separate species, C24H38O11 in total at a distorted geometry.

Structure (XYZ):
```
73
Properties=species:S:1:pos:R:3:lowdin_charge:R:1
O -6.204 -37.518 -6.742 0.1298
C -7.361 -37.396 -6.487 -0.5066
C -8.310 -36.382 -7.092 -0.0715
C -9.554 -36.427 -6.193 -0.1383
C -9.369 -37.717 -5.376 -0.1223
O -8.036 -38.213 -5.659 0.0270
H -7.870 -35.390 -7.154 0.1087
H -8.488 -36.751 -8.104 0.1341
H -9.560 -35.573 -5.517 0.1058
H -10.439 -36.384 -6.824 0.0879
H -9.375 -37.499 -4.312 0.1211
H -10.050 -38.516 -5.658 0.1240
O -3.210 -34.946 -4.585 0.1325
C -3.987 -34.096 -4.897 -0.4833
C -5.225 -34.205 -5.765 -0.0745
C -5.521 -32.764 -6.153 -0.1455
C -4.827 -31.945 -5.048 -0.1463
O -3.854 -32.821 -4.455 0.0168
H -4.986 -34.837 -6.617 0.1251
H -6.062 -34.624 -5.208 0.1236
H -5.054 -32.484 -7.098 0.1192
H -6.571 -32.493 -6.224 0.0869
H -4.317 -31.054 -5.402 0.1210
H -5.514 -31.661 -4.246 0.1134
O -10.152 -28.053 -3.470 0.1188
C -10.043 -29.228 -3.283 -0.5038
C -10.625 -30.000 -2.108 -0.0644
C -9.822 -31.315 -2.140 -0.1374
C -9.385 -31.403 -3.607 -0.1452
O -9.346 -30.043 -4.085 0.0107
H -10.392 -29.466 -1.191 0.1231
H -11.701 -30.099 -2.228 0.1280
H -8.928 -31.171 -1.536 0.1180
H -10.441 -32.160 -1.856 0.1141
H -8.412 -31.853 -3.770 0.1174
H -10.160 -31.930 -4.171 0.1227
O -15.076 -35.740 -10.741 0.1172
C -14.424 -35.281 -9.842 -0.4996
C -14.930 -34.388 -8.740 -0.0694
C -13.687 -34.034 -7.932 -0.1302
C -12.632 -35.051 -8.428 -0.1323
O -13.101 -35.494 -9.724 0.0264
H -15.410 -33.526 -9.197 0.1294
H -15.709 -34.951 -8.223 0.1310
H -13.365 -33.015 -8.131 0.0932
H -13.795 -34.161 -6.856 0.1156
H -11.656 -34.605 -8.592 0.0999
H -12.598 -35.937 -7.795 0.1154
O -13.758 -30.393 -6.445 0.0985
C -13.669 -29.329 -6.997 -0.4946
C -12.993 -28.060 -6.534 -0.0656
C -13.109 -27.086 -7.725 -0.1349
C -14.101 -27.780 -8.668 -0.1379
O -14.230 -29.135 -8.205 0.0194
H -13.464 -27.662 -5.635 0.1290
H -11.948 -28.226 -6.277 0.1169
H -13.499 -26.125 -7.397 0.1111
H -12.131 -26.944 -8.175 0.1076
H -15.106 -27.365 -8.638 0.1240
H -13.722 -27.787 -9.687 0.1216
C -9.877 -30.360 -8.678 -0.1471
C -10.672 -31.662 -8.596 -0.1553
C -9.737 -32.652 -7.895 -0.2067
O -8.532 -31.952 -7.596 -0.1644
C -8.823 -30.552 -7.585 -0.1769
H -10.488 -29.496 -8.399 0.0983
H -9.436 -30.086 -9.636 0.1118
H -11.083 -32.056 -9.528 0.1146
H -11.575 -31.435 -8.023 0.0883
H -9.456 -33.513 -8.500 0.1112
H -10.204 -33.001 -6.966 0.1096
H -7.901 -30.029 -7.827 0.1263
H -9.238 -30.321 -6.599 0.1077
```

Values from the calculation:
SMILES: O=C1CCCO1.O=C1CCCO1.O=C1CCCO1.O=C1CCCO1.O=C1CCCO1.C1CCOC1
spin multiplicity: 1
energy above the lowest of the compared OMol25 structures with the same formula, charge and spin: 0.000 eV
HOMO energy: -10.0510 eV
LUMO energy: 0.03 eV
Kohn-Sham gap: 10.09 eV
calculated total energy: -1764.9639 hartree

***

[3]
The following is a DFT calculation (ωB97M-V/def2-TZVPD) of a structure of composition C24H38OOsP at a distorted geometry.

Structure (XYZ):
```
65
Properties=species:S:1:pos:R:3:lowdin_charge:R:1
C 1.297 -1.794 0.459 -0.2957
C 1.812 -1.113 -0.695 -0.3049
C 0.896 -1.311 -1.789 -0.3110
C -0.213 -2.101 -1.295 -0.3312
C 0.022 -2.358 0.117 -0.3338
Os -0.197 -0.248 -0.243 1.4902
C -2.878 1.322 -1.442 -0.2941
C -2.123 0.888 -0.237 -0.3178
H -1.954 1.647 0.576 0.0843
C -2.135 -0.509 0.136 -0.2921
H -2.776 -1.073 -0.550 0.0737
H -2.345 -0.665 1.207 0.0688
C -2.927 2.830 -1.598 -0.0967
H -2.357 3.529 -0.930 0.0946
H -2.777 3.283 -2.603 0.0807
H -3.992 2.912 -1.342 0.0865
C -2.534 0.570 -2.707 -0.0840
H -1.674 -0.153 -2.803 0.0560
H -3.477 -0.010 -2.754 0.0968
H -2.437 1.154 -3.650 0.0800
C 3.139 -0.442 -0.764 -0.0224
H 3.278 0.196 0.115 0.0882
H 3.949 -1.186 -0.779 0.1071
H 3.209 0.178 -1.654 0.0556
C 1.142 -0.937 -3.215 -0.0059
H 1.682 0.012 -3.265 0.0695
H 1.746 -1.709 -3.705 0.1056
H 0.203 -0.834 -3.766 0.0761
C -1.280 -2.754 -2.113 -0.0114
H -1.324 -2.315 -3.110 0.0787
H -1.063 -3.824 -2.212 0.1072
H -2.254 -2.651 -1.631 0.0742
C -0.806 -3.243 0.997 -0.0160
H -1.846 -3.252 0.664 0.0837
H -0.422 -4.270 0.977 0.1040
H -0.769 -2.884 2.029 0.0706
C 2.038 -2.021 1.735 -0.0118
H 1.349 -2.284 2.540 0.0628
H 2.758 -2.844 1.620 0.1078
H 2.592 -1.120 2.014 0.0792
C 1.620 2.096 -1.575 -0.0750
C 0.296 2.279 -1.893 -0.0432
C 2.740 2.702 -2.039 -0.1245
C 0.149 2.707 -3.427 -0.0288
H -0.639 2.084 -1.468 -0.0056
C 2.569 3.122 -3.347 -0.0802
H 3.519 2.687 -1.159 0.1609
C 1.307 3.074 -4.057 -0.1088
H -0.831 2.718 -3.985 0.1005
H 3.488 3.477 -3.806 0.1034
H 1.318 3.384 -5.155 0.1297
C 1.522 1.910 4.182 -0.1595
P 0.238 1.185 3.153 0.5787
C -0.335 -0.326 3.952 -0.1578
C -1.135 2.343 3.095 -0.1669
O 0.782 0.913 1.751 -0.4326
H 1.930 2.789 3.667 0.0691
H 2.323 1.177 4.335 0.0640
H 1.108 2.211 5.152 0.0666
H -0.831 -0.077 4.900 0.0699
H -1.047 -0.850 3.300 0.0437
H 0.520 -0.983 4.160 0.0550
H -0.842 3.210 2.487 0.0728
H -2.017 1.863 2.653 0.0491
H -1.380 2.680 4.110 0.0667
```

Values from the calculation:
spin multiplicity: 5
charge: +1
energy above the lowest of the compared OMol25 structures with the same formula, charge and spin: 4.669 eV
HOMO energy (alpha / beta): -9.2829 / -11.2607 eV
LUMO energy (alpha / beta): -2.49 / -3.90 eV
Kohn-Sham gap (alpha / beta): 6.79 / 7.36 eV
calculated total energy: -1444.0873 hartree